*one*
Entry from the OMol25 dataset: a 2-piece molecular cluster, Cl3HOSi overall (ωB97M-V with the def2-TZVPD basis set).

Last column: Löwdin charge in e.
Geometry (Å):
O -1.057 -1.862 -0.105  -0.380
Si 0.198 -1.132 -0.493  -0.418
Cl 0.672 -0.458 -2.292  0.389
Cl 1.656 -0.730 0.794  0.357
Cl -0.183 2.137 1.381  0.273
H -1.286 2.045 0.715  -0.219

Its structure (SMILES) is O=[Si](Cl)Cl.Cl. The spin multiplicity is 1. The charge is 0. The value obtained for the frontier orbital gap is 10.9 eV.



*two*
Entry from the OMol25 dataset: Cl3HOSi in the gas phase (ωB97M-V with the def2-TZVPD basis set).

Last column: Löwdin charge in e.
Geometry (Å):
O 0.066 -0.467 0.590  -0.280
Si 0.503 0.327 1.898  -0.524
Cl -0.700 1.860 2.417  0.348
Cl 2.482 1.601 1.238  -0.025
Cl 0.683 -1.162 3.343  0.311
H 0.496 -0.510 -0.380  0.170

Its structure (SMILES) is O[Si](Cl)(Cl)Cl. The spin multiplicity is 1. The charge is 0. The value obtained for the frontier orbital gap is 10.6 eV.



Which of them is the most stable? Correct choice: *two*.



*one*
Entry from the OMol25 dataset: C2H3F2NO2 as an isolated structure (ωB97M-V with the def2-TZVPD basis set).

Last column: Löwdin charge in e.
Geometry (Å):
C -0.314 -0.146 -0.729  -0.155
C -0.971 1.164 -0.796  -0.350
N 0.971 0.109 0.738  -0.016
O -0.523 -1.266 -1.043  0.186
O 1.367 -1.213 0.939  -0.117
F -1.765 1.077 -1.968  0.004
F -1.734 1.461 0.238  0.130
H -0.355 2.057 -1.118  0.181
H 1.770 0.553 0.243  0.079
H 0.805 -1.579 1.580  0.059

The spin multiplicity is 1. The charge is 0. The value obtained for the frontier orbital gap (spin up / spin down) is 9.0 / 9.0 eV.



*two*
Entry from the OMol25 dataset: a 2-piece molecular cluster, C2H3F2NO2 overall (ωB97M-V with the def2-TZVPD basis set).

Last column: Löwdin charge in e.
Geometry (Å):
C -1.159 0.267 0.437  0.049
C 0.116 0.209 -0.377  -0.236
N 1.165 -0.859 -0.137  -0.357
O 1.263 -1.323 0.971  0.119
O 1.854 -1.128 -1.065  0.148
F 0.004 0.518 -1.594  0.218
F 1.320 1.652 0.138  -0.251
H -1.211 -0.557 1.151  0.094
H -1.440 1.210 0.847  0.093
H -1.913 0.009 -0.370  0.123

The spin multiplicity is 1. The charge is 0. The value obtained for the frontier orbital gap is 10.5 eV.



Which of them is the most stable? Correct choice: *one*.



*one*
Entry from the OMol25 dataset: an isolated ion of composition CN5O and charge -1 (ωB97M-V with the def2-TZVPD basis set).

Last column: Löwdin charge in e.
Geometry (Å):
O 2.523 -0.074 0.489  -0.110
N 1.673 -0.925 0.494  0.011
C 0.095 -0.209 0.080  -0.419
N -0.107 1.117 -0.158  -0.043
N -1.366 1.105 -0.400  -0.193
N -1.852 -0.073 -0.416  -0.183
N -0.965 -0.942 -0.089  -0.063

Its structure (SMILES) is [O-]N=C1N=NN=N1. The spin multiplicity is 1. The charge is -1. The value obtained for the frontier orbital gap is 8.6 eV.



*two*
Entry from the OMol25 dataset: a 2-piece molecular cluster, CN5O overall (ωB97M-V with the def2-TZVPD basis set).

Last column: Löwdin charge in e.
Geometry (Å):
C -0.182 0.131 0.032  -0.342
N 1.051 -0.359 0.438  -0.096
N -0.560 1.232 0.572  -0.116
N 1.313 0.543 1.319  -0.238
N 0.486 1.558 1.371  -0.157
N -1.296 -1.023 -1.735  0.040
O -0.812 -2.082 -1.998  -0.092

The spin multiplicity is 1. The charge is -1. The value obtained for the frontier orbital gap (spin up / spin down) is 7.8 / 7.6 eV.



Which of them is the most stable? Correct choice: *one*.



*one*
Entry from the OMol25 dataset: C21H26N2O2 in the gas phase (ωB97M-V with the def2-TZVPD basis set).

Last column: Löwdin charge in e.
Geometry (Å):
O 0.417 0.793 -1.286  0.039
C 0.522 1.259 -0.163  -0.476
C -0.361 0.837 0.993  -0.093
C 0.234 -0.372 1.729  -0.155
C 0.432 -1.586 0.819  -0.100
C -0.891 -2.084 0.251  -0.503
O -1.606 -2.867 0.849  0.046
N -1.175 -1.601 -0.972  0.080
C -2.390 -1.940 -1.673  -0.171
C -3.236 -0.702 -1.993  -0.128
C -3.552 0.133 -0.783  -0.242
C -3.340 1.507 -0.811  -0.059
C -3.626 2.293 0.292  -0.096
C -4.122 1.712 1.446  -0.100
C -4.336 0.345 1.485  -0.077
C -4.060 -0.438 0.379  -0.037
N 1.438 2.198 0.144  0.076
C 2.460 2.625 -0.782  -0.167
C 3.857 2.189 -0.319  -0.133
C 3.902 0.702 -0.098  -0.244
C 3.872 -0.169 -1.180  -0.040
C 3.874 -1.538 -0.982  -0.081
C 3.909 -2.055 0.303  -0.100
C 3.940 -1.196 1.387  -0.093
C 3.932 0.174 1.185  -0.058
H -1.341 0.569 0.602  0.091
H -0.484 1.665 1.693  0.120
H 1.200 -0.099 2.162  0.098
H -0.442 -0.645 2.541  0.121
H 1.118 -1.340 0.009  0.099
H 0.864 -2.395 1.410  0.122
H -0.601 -0.855 -1.355  0.106
H -2.139 -2.451 -2.610  0.120
H -2.934 -2.638 -1.033  0.110
H -2.700 -0.087 -2.720  0.112
H -4.167 -1.038 -2.459  0.121
H -2.940 1.965 -1.705  0.113
H -3.456 3.359 0.250  0.101
H -4.342 2.322 2.310  0.098
H -4.722 -0.116 2.383  0.103
H -4.230 -1.502 0.428  0.114
H 1.525 2.504 1.100  0.147
H 2.425 3.715 -0.890  0.121
H 2.215 2.163 -1.741  0.117
H 4.111 2.710 0.607  0.111
H 4.579 2.480 -1.084  0.119
H 3.846 0.229 -2.184  0.118
H 3.847 -2.204 -1.831  0.105
H 3.910 -3.123 0.457  0.105
H 3.967 -1.591 2.391  0.106
H 3.960 0.840 2.038  0.111

Its structure (SMILES) is O=C(CCCC(=O)NCCc1ccccc1)NCCc1ccccc1. The spin multiplicity is 1. The charge is 0. The value obtained for the frontier orbital gap is 9.6 eV.



*two*
Entry from the OMol25 dataset: C21H26N2O2 in the gas phase (ωB97M-V with the def2-TZVPD basis set).

Last column: Löwdin charge in e.
Geometry (Å):
C 1.856 5.046 3.897  -0.094
C 2.447 3.759 4.460  -0.226
C 2.663 2.715 3.362  -0.271
C 3.585 1.565 3.812  -0.211
C 3.059 0.805 5.024  -0.088
C 1.326 2.126 2.920  -0.445
O 0.344 2.088 3.625  0.083
N 1.379 1.620 1.651  0.141
C 0.398 0.936 0.933  -0.199
C -0.874 0.674 1.438  -0.001
C -1.783 -0.030 0.670  -0.063
C -1.460 -0.469 -0.602  -0.040
C -0.197 -0.196 -1.122  -0.129
C 0.260 -0.652 -2.469  -0.454
O 1.434 -0.850 -2.721  0.066
N -0.718 -0.780 -3.397  0.070
C -0.479 -1.387 -4.684  -0.164
C -0.691 -2.913 -4.638  -0.127
C -2.054 -3.233 -4.095  -0.249
C -3.172 -3.209 -4.919  -0.046
C -4.434 -3.441 -4.402  -0.085
C -4.596 -3.693 -3.050  -0.095
C -3.488 -3.719 -2.219  -0.087
C -2.226 -3.491 -2.740  -0.061
C 0.723 0.492 -0.345  0.043
H 2.517 5.483 3.150  0.073
H 1.709 5.774 4.692  0.071
H 0.893 4.847 3.434  0.074
H 3.401 3.974 4.946  0.117
H 1.761 3.349 5.202  0.110
H 3.133 3.206 2.501  0.141
H 3.711 0.866 2.980  0.106
H 4.569 1.981 4.043  0.112
H 3.056 1.437 5.907  0.073
H 2.045 0.456 4.848  0.075
H 3.691 -0.058 5.224  0.073
H 2.257 1.713 1.158  0.144
H -1.136 1.013 2.426  0.100
H -2.761 -0.244 1.075  0.107
H -2.184 -1.045 -1.162  0.092
H -1.679 -0.680 -3.112  0.127
H -1.155 -0.933 -5.412  0.123
H 0.555 -1.171 -4.957  0.120
H 0.078 -3.348 -3.999  0.119
H -0.575 -3.311 -5.647  0.117
H -3.051 -3.013 -5.975  0.113
H -5.295 -3.425 -5.055  0.102
H -5.581 -3.873 -2.645  0.100
H -3.606 -3.918 -1.164  0.104
H -1.363 -3.514 -2.089  0.116
H 1.706 0.672 -0.759  0.123

Its structure (SMILES) is CCC(CC)C(=O)Nc1cccc(C(=O)NCCc2ccccc2)c1. The spin multiplicity is 1. The charge is 0. The value obtained for the frontier orbital gap is 9.4 eV.



Which of them is the most stable? Correct choice: *one*.



*one*
Entry from the OMol25 dataset: a 4-piece molecular cluster, C3H17N2O3 overall (ωB97M-V with the def2-TZVPD basis set).

Last column: Löwdin charge in e.
Geometry (Å):
N -0.889 -0.081 0.313  0.164
C -0.388 -1.219 -0.541  -0.314
C -1.186 -2.503 -0.294  -0.025
C 1.168 -1.241 -0.387  -0.207
N 1.664 -0.921 0.972  0.012
H -0.621 0.732 -0.266  0.082
H -0.309 -0.037 1.156  0.131
H -1.853 -0.151 0.629  0.139
H -0.374 -1.054 -1.614  0.137
H -0.486 -3.239 0.145  0.094
H -1.507 -2.931 -1.238  0.083
H -2.090 -2.365 0.286  0.078
H 1.631 -2.188 -0.709  0.129
H 1.495 -0.509 -1.139  0.099
H 1.838 -1.749 1.524  0.082
H 2.489 -0.344 1.021  0.069
H -0.097 2.189 -1.913  0.082
H -0.189 3.164 -0.907  0.079
O -0.562 2.283 -1.063  -0.050
H 3.024 2.303 -0.553  0.058
H 1.544 1.933 -0.001  0.024
O 2.236 1.770 -0.649  -0.047
H -2.910 2.144 1.519  0.074
H -1.548 2.348 2.069  0.066
O -2.080 1.666 1.641  -0.038

The spin multiplicity is 1. The charge is +1. The value obtained for the frontier orbital gap is 10.5 eV.



*two*
Entry from the OMol25 dataset: a 4-piece molecular cluster, C3H17N2O3 overall (ωB97M-V with the def2-TZVPD basis set).

Last column: Löwdin charge in e.
Geometry (Å):
C -0.570 1.015 0.250  -0.153
C 0.247 0.975 -1.022  -0.166
C 1.880 0.660 -0.827  -0.269
N 2.091 -0.735 -1.093  -0.068
N -0.473 -0.377 0.943  0.150
H -1.672 1.063 -0.107  0.138
H -0.508 1.878 0.922  0.105
H -0.114 0.187 -1.646  0.091
H 0.101 1.844 -1.580  0.086
H 2.637 1.309 -1.593  0.162
H 2.097 1.041 0.248  0.104
H 2.416 -0.889 -2.154  0.154
H -1.428 -0.735 0.839  0.113
H 2.819 -1.061 -0.448  0.078
H -0.083 -0.439 1.931  0.196
H 0.136 -0.919 0.234  0.141
H 0.894 3.124 2.774  0.053
H 2.264 2.413 2.207  0.059
O 1.354 2.303 2.556  -0.076
H -3.060 -1.603 -2.199  -0.009
H -3.590 -0.604 -1.333  0.036
O -3.333 -1.516 -1.348  0.012
H -2.013 -2.613 0.751  0.033
H -1.012 -3.636 0.811  0.072
O -1.080 -2.687 0.882  -0.038

The spin multiplicity is 1. The charge is +1. The value obtained for the frontier orbital gap is 10.2 eV.



Which of them is the most stable? Correct choice: *one*.